No. 1
The following is a quantum chemistry calculation of a structure of composition C53H54ClN7SSeTi, from OMol25.

Element x y z (Å)
1 Ti -5.036 -14.690 -13.714
2 C -6.324 -19.574 -10.689
3 C -6.468 -18.948 -11.926
4 N -6.439 -17.629 -12.117
5 C -6.338 -16.812 -11.031
6 C -6.403 -17.384 -9.691
7 C -6.352 -18.746 -9.533
8 C -6.501 -16.547 -8.523
9 C -6.477 -15.172 -8.681
10 C -6.355 -14.601 -9.940
11 C -6.345 -15.393 -11.106
12 N -6.575 -14.802 -12.362
13 C -7.889 -14.618 -12.753
14 C -8.987 -14.520 -11.866
15 C -10.261 -14.473 -12.389
16 C -10.428 -14.274 -13.732
17 C -9.414 -14.229 -14.697
18 C -9.517 -14.008 -16.075
19 C -8.370 -13.952 -16.788
20 C -7.127 -14.006 -16.148
21 N -6.970 -14.328 -14.867
22 C -8.139 -14.418 -14.127
23 H -6.260 -20.654 -10.502
24 H -6.739 -19.527 -12.839
25 H -6.375 -19.255 -8.546
26 H -6.595 -17.064 -7.593
27 H -6.395 -14.459 -7.841
28 H -6.421 -13.569 -10.117
29 H -8.789 -14.598 -10.786
30 H -11.121 -14.500 -11.670
31 H -11.406 -14.085 -14.082
32 H -10.500 -13.881 -16.498
33 H -8.420 -13.755 -17.860
34 H -6.247 -13.773 -16.719
35 C -4.401 -11.283 -11.639
36 C -3.075 -12.041 -11.349
37 C -3.153 -13.023 -10.130
38 C -2.338 -12.480 -12.552
39 C -1.583 -11.496 -13.165
40 C -0.687 -11.762 -14.218
41 C -0.299 -13.086 -14.365
42 C -0.938 -14.138 -13.728
43 C -0.258 -15.509 -13.811
44 C 0.519 -15.749 -15.141
45 C 0.595 -15.693 -12.508
46 C -2.149 -13.847 -12.932
47 N -3.240 -14.753 -12.780
48 C -2.900 -16.049 -12.198
49 C -3.128 -17.290 -13.144
50 C -2.695 -18.577 -12.729
51 C -2.673 -19.725 -13.480
52 C -2.876 -19.571 -14.846
53 C -3.440 -18.421 -15.348
54 C -3.743 -17.278 -14.469
55 N -4.603 -16.301 -14.940
56 C -5.076 -16.482 -16.247
57 C -4.329 -15.985 -17.415
58 C -5.011 -16.106 -18.628
59 C -6.177 -16.822 -18.814
60 C -6.718 -17.544 -17.770
61 C -6.256 -17.304 -16.459
62 C -6.878 -18.127 -15.404
63 C -6.736 -19.617 -15.753
64 C -8.369 -17.809 -15.360
65 C -2.935 -15.395 -17.351
66 C -1.894 -16.186 -18.178
67 C -3.057 -13.888 -17.827
68 H -4.784 -10.647 -10.782
69 H -5.241 -11.958 -11.957
70 H -4.156 -10.600 -12.461
71 H -2.390 -11.232 -11.033
72 H -3.845 -13.859 -10.291
73 H -3.547 -12.392 -9.329
74 H -2.152 -13.374 -9.969
75 H -1.589 -10.480 -12.775
76 H -0.428 -10.946 -14.895
77 H 0.526 -13.279 -15.040
78 H -1.115 -16.220 -13.870
79 H 1.522 -15.294 -15.212
80 H -0.073 -15.324 -15.930
81 H 0.678 -16.834 -15.268
82 H 1.419 -15.021 -12.659
83 H 0.972 -16.667 -12.296
84 H -0.009 -15.405 -11.704
85 H -1.787 -16.075 -11.997
86 H -2.413 -18.621 -11.681
87 H -2.522 -20.678 -13.024
88 H -2.760 -20.375 -15.633
89 H -3.818 -18.412 -16.397
90 H -4.554 -15.688 -19.528
91 H -6.617 -16.987 -19.805
92 H -7.543 -18.180 -17.885
93 H -6.576 -17.924 -14.350
94 H -7.327 -19.805 -16.654
95 H -7.116 -20.303 -14.982
96 H -5.705 -19.951 -15.946
97 H -8.977 -17.957 -16.273
98 H -8.599 -16.799 -15.011
99 H -8.841 -18.464 -14.603
100 H -2.656 -15.233 -16.277
101 H -1.556 -15.557 -19.047
102 H -2.307 -17.185 -18.450
103 H -0.995 -16.362 -17.597
104 H -3.127 -13.820 -18.934
105 H -2.175 -13.361 -17.536
106 H -3.995 -13.346 -17.489
107 Cl -4.512 -12.665 -14.826
108 Se -2.367 -16.934 -8.319
109 C -2.839 -16.591 -9.898
110 N -3.500 -16.218 -10.888
111 S -7.877 -5.510 -13.509
112 C -6.762 -6.738 -14.110
113 C -6.231 -7.311 -12.992
114 N -6.551 -6.794 -11.790
115 C -7.364 -5.781 -11.912
116 H -6.571 -7.034 -15.174
117 H -5.482 -8.114 -13.036
118 H -7.831 -5.250 -11.092

Summary:
Total charge: -1
⟨S²⟩: 0.754
E_LUMO (alpha / beta), Ha: 0.0759 / 0.0759
Spin multiplicity: 2



No. 2
The following is a quantum chemistry calculation of a structure of composition C53H55Cl3GeN8O5SW, from OMol25.

Element x y z (Å)
1 W 0.507 -0.799 0.354
2 C 4.576 0.412 0.741
3 C 3.244 -0.159 0.291
4 O 2.170 0.142 1.082
5 C 2.905 -0.330 -1.179
6 C 3.139 -1.574 -0.353
7 C 4.319 -2.492 -0.525
8 N 1.907 -2.134 0.076
9 N 1.883 -3.404 0.530
10 C 0.786 -3.613 1.213
11 O -0.084 -2.629 1.361
12 C 0.539 -4.916 1.818
13 C -0.413 -5.061 2.830
14 C -0.610 -6.290 3.429
15 C 0.119 -7.394 3.019
16 C 1.042 -7.264 1.992
17 C 1.257 -6.039 1.396
18 H 4.409 1.100 1.567
19 H 5.059 0.956 -0.070
20 H 5.248 -0.372 1.085
21 H 3.660 -0.061 -1.916
22 H 5.151 -1.962 -0.978
23 H 4.034 -3.331 -1.158
24 H 4.621 -2.888 0.444
25 H -0.981 -4.199 3.152
26 H -1.333 -6.399 4.223
27 H -0.014 -8.347 3.510
28 H 1.595 -8.129 1.656
29 H 1.977 -5.916 0.602
30 N -1.284 -2.048 -1.000
31 C -2.435 -1.510 -0.255
32 C -3.752 -2.243 -0.527
33 C -4.992 -1.530 0.027
34 C -4.965 -1.195 1.527
35 N -4.070 -0.117 1.903
36 C -4.164 1.163 1.483
37 N -5.356 1.716 1.186
38 N -3.080 1.951 1.625
39 C -2.411 0.030 -0.532
40 O -3.400 0.629 -0.927
41 O -1.297 0.560 -0.223
42 H -1.418 -1.910 -2.005
43 H -1.198 -3.052 -0.832
44 H -2.172 -1.638 0.806
45 H -3.679 -3.246 -0.095
46 H -3.884 -2.351 -1.606
47 H -5.854 -2.174 -0.151
48 H -5.124 -0.608 -0.538
49 H -4.663 -2.071 2.103
50 H -5.977 -0.929 1.847
51 H -3.124 -0.387 2.139
52 H -6.101 1.112 0.887
53 H -5.360 2.655 0.813
54 H -2.168 1.513 1.570
55 H -3.097 2.847 1.152
56 C 1.437 -0.023 -1.436
57 Ge 0.927 -0.564 -3.260
58 C 1.006 -2.476 -3.818
59 C 1.140 -2.708 -5.183
60 C 1.245 -3.991 -5.686
61 C 1.202 -5.072 -4.822
62 C 1.064 -4.859 -3.461
63 C 0.975 -3.569 -2.964
64 C -0.819 0.179 -3.895
65 C -1.491 -0.431 -4.949
66 C -2.629 0.135 -5.497
67 C -3.119 1.327 -4.994
68 C -2.472 1.938 -3.934
69 C -1.332 1.370 -3.394
70 C 2.353 0.287 -4.358
71 C 2.317 1.650 -4.627
72 C 3.407 2.297 -5.183
73 C 4.554 1.582 -5.487
74 C 4.605 0.223 -5.226
75 C 3.516 -0.412 -4.657
76 H 1.322 1.080 -1.461
77 H 1.181 -1.858 -5.851
78 H 1.362 -4.149 -6.749
79 H 1.285 -6.077 -5.209
80 H 1.031 -5.702 -2.785
81 H 0.905 -3.409 -1.895
82 H -1.116 -1.362 -5.350
83 H -3.130 -0.353 -6.322
84 H -4.005 1.773 -5.423
85 H -2.860 2.861 -3.529
86 H -0.841 1.851 -2.559
87 H 1.423 2.207 -4.379
88 H 3.373 3.363 -5.366
89 H 5.409 2.086 -5.916
90 H 5.503 -0.339 -5.445
91 H 3.572 -1.469 -4.437
92 Cl -5.085 5.217 0.927
93 C -3.695 4.901 1.923
94 C -2.406 4.940 1.353
95 C -1.326 4.586 2.135
96 C -1.465 4.190 3.461
97 C -0.247 3.906 4.307
98 C -0.184 2.477 4.917
99 N -0.456 1.412 3.994
100 C -1.185 0.297 4.282
101 C -1.081 -0.532 3.205
102 N -0.301 0.060 2.245
103 C 0.055 1.241 2.753
104 O 0.916 4.156 3.548
105 C 1.983 4.741 4.269
106 C 3.115 5.003 3.326
107 C 3.616 6.242 3.022
108 Cl 3.066 7.753 3.611
109 S 4.964 6.168 1.932
110 C 4.830 4.448 1.869
111 C 3.818 3.981 2.646
112 C -2.772 4.179 4.003
113 Cl -3.047 3.748 5.656
114 C -3.872 4.527 3.244
115 H -2.273 5.250 0.330
116 H -0.332 4.620 1.718
117 H -0.273 4.582 5.180
118 H -0.891 2.391 5.743
119 H 0.829 2.350 5.320
120 H -1.714 0.185 5.205
121 H -1.451 -1.536 3.087
122 H 0.679 1.965 2.262
123 H 2.330 4.066 5.070
124 H 1.654 5.683 4.730
125 H 5.514 3.893 1.261
126 H 3.558 2.941 2.732
127 H -4.860 4.505 3.674

Summary:
E_LUMO (alpha / beta), Ha: -0.0063 / -0.0063



No. 3
The following is a quantum chemistry calculation of a structure of composition C53H55F3N11O5STeTi, from OMol25.

Element x y z (Å)
1 Ti -0.504 -0.122 -0.117
2 C 0.462 4.123 0.321
3 C 0.447 2.875 -0.281
4 N 0.091 1.794 0.403
5 C -0.281 1.950 1.694
6 C -0.320 3.230 2.250
7 N 0.062 4.294 1.576
8 C -0.340 0.697 2.438
9 C -0.606 0.546 3.790
10 C -0.149 -0.571 4.472
11 C 0.765 -1.379 3.793
12 C 0.980 -1.204 2.446
13 N 0.223 -0.322 1.717
14 C 2.269 -1.694 1.892
15 C 2.814 -2.959 2.095
16 N 4.069 -3.241 1.765
17 C 4.803 -2.267 1.252
18 C 4.262 -1.004 1.026
19 N 3.009 -0.722 1.342
20 C -0.460 -0.812 5.889
21 C -0.653 0.235 6.788
22 C -0.942 -0.067 8.111
23 N -1.048 -1.309 8.567
24 C -0.859 -2.308 7.715
25 C -0.561 -2.114 6.375
26 H 0.792 5.004 -0.212
27 H 0.740 2.731 -1.312
28 H -0.644 3.387 3.272
29 H -1.148 1.318 4.317
30 H 1.398 -2.054 4.352
31 H 2.256 -3.773 2.543
32 H 5.833 -2.502 1.014
33 H 4.845 -0.202 0.590
34 H -0.539 1.266 6.482
35 H -1.090 0.725 8.836
36 H -0.945 -3.307 8.127
37 H -0.425 -2.963 5.716
38 F -4.791 0.579 -1.068
39 C -4.438 1.858 -0.817
40 F -5.478 2.482 -0.308
41 F -4.088 2.422 -1.972
42 S -2.939 1.845 0.280
43 O -2.508 3.200 0.329
44 O -3.291 1.193 1.512
45 O -2.080 0.955 -0.566
46 C 0.396 -9.108 2.703
47 C 0.320 -7.899 1.822
48 C -0.068 -6.668 2.328
49 C -0.203 -5.541 1.525
50 C -0.610 -4.262 2.203
51 C 0.070 -5.663 0.160
52 Te -0.284 -4.169 -1.332
53 N 0.112 -2.342 -0.619
54 C 1.167 -1.706 -1.115
55 O 1.112 -0.422 -1.021
56 C 2.360 -2.289 -1.774
57 C 2.794 -3.598 -1.545
58 C 3.857 -4.117 -2.268
59 C 4.496 -3.338 -3.221
60 C 4.143 -2.003 -3.374
61 C 3.092 -1.478 -2.644
62 C -2.409 -4.312 -1.237
63 C -3.082 -4.430 -0.027
64 C -4.427 -4.750 -0.003
65 C -5.104 -4.968 -1.195
66 C -4.433 -4.849 -2.400
67 C -3.080 -4.525 -2.451
68 C -2.388 -4.443 -3.790
69 C 0.505 -6.890 -0.379
70 C 0.821 -7.069 -1.845
71 C 0.622 -7.980 0.465
72 H 0.220 -8.850 3.745
73 H 1.369 -9.593 2.620
74 H -0.359 -9.836 2.401
75 H -0.284 -6.572 3.386
76 H 0.098 -4.038 2.997
77 H -1.578 -4.380 2.696
78 H -0.648 -3.414 1.522
79 H 2.421 -4.162 -0.697
80 H 4.208 -5.121 -2.069
81 H 5.292 -3.759 -3.821
82 H 4.697 -1.375 -4.059
83 H 2.823 -0.433 -2.728
84 H -2.560 -4.282 0.902
85 H -4.933 -4.864 0.947
86 H -6.146 -5.257 -1.184
87 H -4.961 -5.038 -3.326
88 H -3.108 -4.239 -4.581
89 H -1.898 -5.390 -4.031
90 H -1.634 -3.656 -3.810
91 H 1.332 -6.204 -2.269
92 H -0.097 -7.242 -2.415
93 H 1.460 -7.937 -1.993
94 H 0.947 -8.929 0.054
95 C -2.382 -0.809 -2.930
96 C -2.918 -0.533 -4.358
97 N -1.822 -0.095 -5.212
98 C -0.751 -1.075 -5.168
99 C -0.167 -1.150 -3.730
100 N -0.981 -0.343 -2.802
101 C -0.867 1.065 -3.261
102 C -1.320 1.189 -4.743
103 H -2.388 -1.878 -2.700
104 H -2.984 -0.305 -2.185
105 H -3.678 0.249 -4.350
106 H -3.364 -1.429 -4.794
107 H 0.020 -0.777 -5.880
108 H -1.152 -2.037 -5.493
109 H 0.850 -0.764 -3.715
110 H -0.137 -2.184 -3.374
111 H 0.180 1.355 -3.144
112 H -1.482 1.690 -2.619
113 H -0.494 1.488 -5.390
114 H -2.112 1.931 -4.846
115 N -2.087 -1.366 0.594
116 C -3.146 -1.498 1.062
117 N -4.265 -1.865 1.602
118 C -5.563 -1.820 0.913
119 C -6.431 -0.722 1.528
120 O -6.547 -0.904 2.925
121 C -5.289 -0.823 3.562
122 C -4.387 -1.951 3.071
123 H -6.047 -2.785 1.071
124 H -5.416 -1.663 -0.153
125 H -7.437 -0.769 1.115
126 H -5.995 0.259 1.316
127 H -5.469 -0.920 4.632
128 H -4.807 0.137 3.349
129 H -4.850 -2.913 3.303
130 H -3.399 -1.892 3.527

Summary:
Total charge: +2
⟨S²⟩: 0.755
E_LUMO (alpha / beta), Ha: -0.2193 / -0.2278
Spin multiplicity: 2



Largest force on an atom
In order: 5.65 1.67 3.35
Unit: eV Å⁻¹
Relative energy (zero: lowest compared OMol25 entry of this formula, charge and spin)
In order: 0.0 58.4 47.7
Unit: kJ/mol